(1)
Below is a single C22H17F2N7 molecule, with properties calculated with wB97M-V/def2-TZVPD.

As for the SMILES: Cn1nccc1Nc1cc(-c2ccn3c(Cc4ccc(F)cc4F)nnc3c2)ccn1. For the gap between HOMO and LUMO, the calculation gives 8.06 eV. For the electronic energy, the calculation gives -1431.48250 Ha. Its highest occupied orbital energy is -8.385 eV. As for the spin multiplicity: 1. Its LUMO energy is -0.012 hartree. Its energy above the lowest of the compared OMol25 structures with the same formula, charge and spin is 40.6 kcal/mol.

Each line ends with the Mulliken charge.
Geometry (Å):
C (-3.918, 1.244, -4.431)  -0.649
N (-2.583, 0.961, -5.108)  0.521
N (-1.709, 2.007, -5.618)  -0.828
C (-0.558, 1.440, -5.760)  -0.166
C (-0.567, 0.049, -5.404)  -0.518
C (-1.806, -0.193, -4.938)  0.023
N (-2.216, -1.348, -4.272)  -0.073
C (-2.398, -1.444, -2.871)  -0.118
C (-2.045, -0.498, -1.863)  0.193
C (-2.129, -0.800, -0.502)  0.179
C (-1.428, -0.048, 0.534)  0.972
C (-0.264, 0.692, 0.165)  -0.852
C (0.629, 1.072, 1.080)  -0.473
N (0.310, 0.962, 2.438)  0.146
C (0.954, 1.289, 3.679)  0.591
C (2.314, 1.935, 3.684)  -1.465
C (3.382, 0.810, 3.721)  0.638
C (3.496, 0.070, 4.870)  -0.462
C (4.369, -0.982, 4.936)  -0.377
C (5.145, -1.337, 3.801)  0.249
F (5.844, -2.449, 3.927)  -0.287
C (4.921, -0.730, 2.533)  -0.426
C (4.144, 0.445, 2.531)  0.340
F (3.994, 1.110, 1.354)  -0.321
N (0.234, 0.793, 4.697)  -0.360
N (-0.923, 0.352, 4.219)  -0.770
C (-0.890, 0.430, 2.906)  0.401
C (-1.788, -0.167, 1.881)  -0.591
C (-2.673, -2.042, -0.213)  -0.617
C (-3.136, -2.871, -1.215)  -0.587
N (-2.852, -2.629, -2.523)  -0.667
H (-3.683, 1.994, -3.654)  0.268
H (-4.752, 1.618, -5.041)  0.299
H (-4.287, 0.311, -3.814)  0.243
H (0.383, 1.879, -6.257)  0.340
H (0.256, -0.638, -5.431)  0.407
H (-2.408, -2.243, -4.678)  0.258
H (-1.666, 0.406, -2.208)  0.682
H (0.080, 0.755, -0.884)  0.286
H (1.542, 1.470, 0.754)  0.452
H (2.369, 2.558, 2.822)  0.482
H (2.449, 2.590, 4.567)  0.377
H (2.891, 0.408, 5.749)  0.316
H (4.547, -1.447, 5.956)  0.306
H (5.479, -1.109, 1.665)  0.402
H (-2.752, -0.560, 2.290)  0.464
H (-2.608, -2.364, 0.855)  0.393
H (-3.690, -3.750, -0.927)  0.383

***

(2)
Below is a molecular structure, C22H17IN3O2Pd, with properties calculated with wB97M-V/def2-TZVPD.

For the gap between HOMO and LUMO (spin up / spin down), the calculation gives 6.82 / 4.82 eV. Its charge is +3. For the electronic energy, the calculation gives -1587.70017 Ha. Its highest occupied orbital energy (spin up / spin down) is -17.490 / -17.745 eV. Its expectation value of S² is 6.1466. As for the spin multiplicity: 5. Its LUMO energy (spin up / spin down) is -0.392 / -0.475 hartree. Its energy above the lowest of the compared OMol25 structures with the same formula, charge and spin is 0.0 kcal/mol.

Each line ends with the Mulliken charge.
Geometry (Å):
Pd (-1.336, -0.191, 0.605)  0.533
C (-2.807, -3.171, -0.446)  -1.078
O (-1.685, -2.317, -0.616)  -0.263
C (-0.473, -2.877, -0.923)  0.962
C (-0.234, -4.213, -1.088)  -0.571
C (1.045, -4.617, -1.521)  -0.680
C (2.029, -3.648, -1.683)  -0.739
C (1.776, -2.302, -1.478)  -0.158
C (0.529, -1.904, -1.097)  0.384
N (0.161, -0.604, -0.834)  0.306
N (1.104, 0.266, -1.139)  -0.477
C (0.782, 1.594, -1.289)  -0.329
C (-0.565, 2.007, -1.344)  1.331
O (-1.593, 1.257, -1.086)  -0.658
C (-0.824, 3.364, -1.714)  -0.598
C (0.168, 4.290, -1.824)  -0.773
C (1.539, 3.930, -1.663)  0.957
C (2.562, 4.896, -1.692)  -0.709
C (3.903, 4.532, -1.557)  -0.741
C (4.220, 3.182, -1.477)  -0.564
C (3.220, 2.214, -1.441)  -0.133
C (1.880, 2.553, -1.483)  0.439
H (-3.068, -3.701, -1.370)  0.425
H (-3.615, -2.479, -0.205)  0.315
H (-2.656, -3.897, 0.364)  0.444
H (-1.025, -4.939, -0.945)  0.493
H (1.258, -5.657, -1.754)  0.455
H (3.042, -3.946, -1.990)  0.417
H (2.504, -1.490, -1.635)  0.451
H (-1.876, 3.588, -1.851)  0.497
H (-0.048, 5.334, -2.035)  0.482
H (2.284, 5.931, -1.803)  0.483
H (4.691, 5.276, -1.581)  0.452
H (5.247, 2.813, -1.443)  0.467
H (3.467, 1.165, -1.343)  0.473
I (0.001, 1.439, 2.423)  0.218
C (-1.437, 0.209, 3.370)  0.775
C (-1.638, 0.220, 4.764)  -0.584
C (-2.583, -0.670, 5.260)  -0.197
C (-3.284, -1.488, 4.358)  -0.672
C (-3.040, -1.401, 3.009)  -0.188
N (-2.099, -0.544, 2.502)  -0.305
H (-1.048, 0.889, 5.384)  0.399
H (-2.792, -0.762, 6.321)  0.454
H (-4.036, -2.195, 4.725)  0.406
H (-3.650, -1.935, 2.265)  0.400

***

(3)
Below is 3 unconnected molecules or ions with the total composition C22H17IN4O5, with properties calculated with wB97M-V/def2-TZVPD.

As for the SMILES: O=C(I)Cc1cccc2nccnc12.O=[N+]([O-])c1ccccc1.O=[N+]([O-])c1ccccc1. For the gap between HOMO and LUMO, the calculation gives 8.49 eV. For the electronic energy, the calculation gives -1741.29860 Ha. Its highest occupied orbital energy is -9.139 eV. As for the spin multiplicity: 1. Its LUMO energy is -0.024 hartree.

Each line ends with the Mulliken charge.
Geometry (Å):
O (-1.196, 1.060, 2.746)  -0.534
C (-0.373, 1.725, 2.226)  0.278
I (-0.992, 3.608, 1.358)  -0.019
C (1.076, 1.270, 2.157)  -0.482
C (1.923, 1.990, 1.154)  -0.041
C (1.605, 1.908, -0.179)  0.169
C (2.373, 2.583, -1.150)  -0.946
C (3.445, 3.335, -0.756)  -0.426
C (3.815, 3.435, 0.605)  0.351
N (4.904, 4.185, 0.938)  -0.646
C (5.178, 4.197, 2.211)  -0.258
C (4.417, 3.520, 3.184)  -0.290
N (3.363, 2.815, 2.892)  -0.452
C (3.047, 2.754, 1.567)  0.459
H (1.050, 0.206, 1.942)  0.133
H (1.473, 1.380, 3.163)  0.413
H (0.736, 1.349, -0.499)  0.508
H (2.105, 2.516, -2.192)  0.504
H (4.036, 3.869, -1.485)  0.438
H (6.038, 4.767, 2.537)  0.396
H (4.714, 3.594, 4.220)  0.442
O (-0.891, 0.254, -1.710)  -0.578
N (-0.784, -0.709, -2.447)  1.162
O (-1.172, -0.744, -3.594)  -0.641
C (-0.150, -1.917, -1.898)  -0.385
C (0.259, -1.920, -0.577)  0.543
C (0.837, -3.067, -0.059)  -0.568
C (1.001, -4.187, -0.863)  -0.500
C (0.591, -4.163, -2.189)  -0.479
C (0.009, -3.021, -2.715)  -0.595
H (0.124, -1.047, 0.044)  0.317
H (1.156, -3.088, 0.974)  0.425
H (1.448, -5.083, -0.453)  0.408
H (0.720, -5.036, -2.813)  0.400
H (-0.316, -2.997, -3.744)  0.490
O (-3.479, -4.372, 0.238)  -0.619
N (-4.027, -3.688, -0.604)  1.043
O (-4.589, -4.126, -1.587)  -0.620
C (-4.000, -2.229, -0.423)  -0.024
C (-3.338, -1.700, 0.670)  -0.388
C (-3.296, -0.323, 0.825)  -0.239
C (-3.914, 0.497, -0.108)  -0.589
C (-4.585, -0.050, -1.194)  -0.377
C (-4.630, -1.425, -1.357)  -0.492
H (-2.857, -2.346, 1.390)  0.497
H (-2.774, 0.118, 1.663)  0.575
H (-3.868, 1.572, 0.014)  0.374
H (-5.064, 0.594, -1.919)  0.394
H (-5.144, -1.860, -2.201)  0.473

***

Which of these has the highest electronic energy? C22H17F2N7